Entry a
This record from the OMol25 dataset describes a 4-piece molecular cluster, C2H11NO3 overall. The level of theory is wB97M-V/def2-TZVPD.

Summary:
- Net charge: 0
- Highest occupied orbital energy: -9.45 eV
- HOMO-LUMO gap: 0.1675 hartree
- Spin multiplicity: 1

Each line ends with the Löwdin charge.
Positions of all 17 atoms, in Å:
H -0.25239 0.54190 -2.07149  0.105
N -1.00958 1.10715 -0.12081  0.012
H 1.07378 1.30803 0.17883  0.126
O -2.47016 -0.66756 0.84918  -0.177
C -0.86607 0.15638 -1.25456  -0.066
H -1.73386 0.54259 0.39274  0.042
H -0.44974 -0.79426 -0.82558  0.119
H 2.83838 -1.54716 0.92822  0.028
O 1.84872 -0.04108 -1.18400  -0.220
C 0.10043 1.12761 0.71557  -0.083
H 1.90320 -0.59186 0.05472  -0.071
H -3.27218 -0.92008 1.31978  -0.006
H -0.04970 1.83809 1.52403  0.109
H 2.73012 0.36270 -1.17524  0.011
O 1.90557 -1.30084 0.86903  -0.135
H 0.41494 0.10339 1.04534  0.122
H -1.87297 -0.11760 -1.54641  0.084

=====

Entry b
This record from the OMol25 dataset describes C2H11NO3 as an isolated structure. The level of theory is wB97M-V/def2-TZVPD.

Summary:
- Net charge: 0
- Highest occupied orbital energy: -8.89 eV
- HOMO-LUMO gap: 0.1386 hartree
- Spin multiplicity: 1

Each line ends with the Löwdin charge.
Positions of all 17 atoms, in Å:
H -0.17560 1.29374 -0.53459  0.079
H 1.12801 -0.98629 1.39820  0.101
H -2.23612 0.38587 0.30911  -0.043
H -2.46510 -0.47643 1.86190  0.013
O -1.88652 -0.40824 1.09775  -0.167
H 0.06150 -0.25907 -1.45857  0.130
H 1.54272 -2.88661 -1.25215  -0.015
O -2.28404 1.32533 -0.48442  -0.217
H 2.18634 -0.44143 -0.34358  0.120
H 1.00199 1.19271 -1.90466  0.106
O 1.26383 -2.11173 -0.74174  -0.164
H -2.92421 1.31862 -1.20520  -0.002
N 1.57653 0.38772 -0.12757  0.007
C 0.54704 0.65550 -1.07351  -0.069
C 1.04354 0.08467 1.19983  -0.060
H 1.63841 0.58975 1.99637  0.123
H -0.01832 0.33589 1.26283  0.058

=====

Which of them is the most stable, and which is the least stable? entry a and entry b, in that order.

=====

Entry a
This record from the OMol25 dataset describes a 3-piece molecular cluster, C2H11NO3 overall. The level of theory is wB97M-V/def2-TZVPD.

Summary:
- Net charge: 0
- Highest occupied orbital energy: -8.87 eV
- HOMO-LUMO gap: 0.3401 hartree
- Spin multiplicity: 1
- SMILES: NCCO.O.O

Each line ends with the Löwdin charge.
Positions of all 17 atoms, in Å:
C -1.76730 1.23083 0.61139  -0.195
H -1.40523 2.85075 -0.75805  0.033
H 1.13455 -0.79097 -2.73119  -0.035
H 2.30007 -3.12862 -0.13339  -0.022
H -2.04579 0.67664 -0.25412  0.098
H -1.40129 0.07655 2.30825  0.049
O 2.66135 -2.41759 -0.53945  -0.023
C -0.83696 0.42123 1.59308  -0.218
N -0.99552 2.33003 -0.03583  -0.027
O 0.86916 -0.41325 -1.97888  0.002
H 3.58307 -2.78787 -0.73212  0.101
O -0.61877 -0.88743 1.07867  -0.094
H 1.27415 -0.93398 -1.27968  0.000
H -2.52354 1.74058 1.14955  0.091
H -0.25265 1.87076 -0.53851  0.042
H -0.02304 -0.76066 0.27776  0.078
H 0.04774 0.92302 1.96251  0.122

=====

Entry b
This record from the OMol25 dataset describes a 3-piece molecular cluster, C2H11NO3 overall. The level of theory is wB97M-V/def2-TZVPD.

Summary:
- Net charge: 0
- Highest occupied orbital energy: -9.28 eV
- HOMO-LUMO gap: 0.3640 hartree
- Spin multiplicity: 1
- SMILES: CNCO.O.O

Each line ends with the Löwdin charge.
Positions of all 17 atoms, in Å:
O 2.81645 -1.72875 0.24863  -0.100
H -2.98032 -0.86660 1.55624  0.061
H -0.13197 -0.44714 1.11102  0.086
O -0.34260 0.90708 -0.83907  -0.077
H -0.41808 1.99910 0.92208  0.086
H 2.24029 2.05252 -1.32950  0.069
H 2.83192 -0.82956 -0.14385  0.012
O 2.41126 1.11209 -1.63742  -0.098
C -0.94460 1.27122 0.39271  -0.202
H 1.50564 0.95293 -1.97701  0.021
H -1.80106 -2.05227 1.04515  0.071
N -1.04835 -0.02591 1.28823  -0.080
H -0.81065 0.17686 -1.15718  0.048
H -1.95911 1.69626 0.09570  0.132
C -2.09410 -1.01073 0.93431  -0.166
H 3.35409 -2.19362 -0.44831  0.057
H -2.62880 -1.01349 -0.06172  0.079

=====

Which of them is the most stable, and which is the least stable? entry b and entry a, in that order.

=====

Entry a
This record from the OMol25 dataset describes a 2-piece molecular cluster, C4H14NO2 overall. The level of theory is wB97M-V/def2-TZVPD.

Summary:
- Net charge: +1
- Highest occupied orbital energy: -14.84 eV
- HOMO-LUMO gap: 0.4282 hartree
- Spin multiplicity: 1

Each line ends with the Löwdin charge.
Positions of all 21 atoms, in Å:
N -0.61523 -0.16487 -1.55967  0.194
H -0.55188 -1.19924 -1.55983  0.157
H 0.18360 2.13933 -0.97460  0.130
H 2.35585 1.99285 -0.04899  0.100
C 0.02911 1.66534 0.03444  -0.191
O 1.05029 -1.51013 -0.60809  -0.100
C 1.43410 1.95066 0.58748  -0.123
H 1.71137 1.44707 1.50971  0.065
H 1.25707 -2.44531 -0.52075  0.115
H -2.94394 -1.97126 1.03448  0.053
H 0.17873 0.15702 -2.10986  0.164
H 0.23739 -1.52657 1.35491  0.118
H -1.44903 0.14258 0.36440  0.140
H 1.46340 -0.33304 0.94066  0.097
H 1.47525 3.04358 0.84446  0.097
H -0.69973 2.18195 0.70265  0.132
H -1.57453 -2.83282 1.11056  0.056
C 0.55144 -0.82561 0.57766  -0.106
C -0.45899 0.23514 -0.12083  -0.241
H -1.40853 0.23013 -2.10118  0.196
O -2.22573 -2.37679 0.54237  -0.052

=====

Entry b
This record from the OMol25 dataset describes a 2-piece molecular cluster, C4H14NO2 overall. The level of theory is wB97M-V/def2-TZVPD.

Summary:
- Net charge: +1
- Highest occupied orbital energy: -13.79 eV
- HOMO-LUMO gap: 0.3852 hartree
- Spin multiplicity: 1

Each line ends with the Löwdin charge.
Positions of all 21 atoms, in Å:
H -1.92538 2.10407 0.49237  0.125
C -0.62642 -0.99595 -0.32941  -0.181
N 1.63535 -0.53972 0.56854  0.191
H -3.28058 0.61267 1.39420  0.110
H -0.64160 1.38888 1.38924  0.113
H 2.06856 -0.17018 1.41147  0.170
H 2.29752 -1.23046 0.21446  0.165
C 0.30243 -1.22372 0.82941  -0.130
O -2.36826 0.31329 1.51127  -0.048
H 1.65811 1.19560 -2.57320  0.077
H -0.14989 -1.35208 -1.22998  0.116
H -0.22896 1.13546 -0.91400  0.095
H -1.84349 0.40887 -1.25106  0.124
H -1.55152 -1.52834 -0.13484  0.128
C -1.01421 0.47295 -0.54104  -0.173
H 3.00180 0.57944 -2.22208  0.089
H 0.52378 -2.27351 0.93066  0.129
C -1.50464 1.13413 0.75914  -0.273
H -0.07629 -0.85347 1.77421  0.124
O 2.07926 0.64647 -1.89727  -0.054
H 1.64444 0.17560 -0.18208  0.101

=====

Which of them is the most stable, and which is the least stable? entry b and entry a, in that order.

=====

Entry a
This record from the OMol25 dataset describes a 3-piece molecular cluster, C4H14NO2 overall. The level of theory is wB97M-V/def2-TZVPD.

Summary:
- Net charge: +1
- Highest occupied orbital energy: -15.17 eV
- HOMO-LUMO gap: 0.4043 hartree
- Spin multiplicity: 1

Each line ends with the Löwdin charge.
Positions of all 21 atoms, in Å:
H 1.71291 2.03927 -0.94196  0.129
H -2.24423 -1.58238 1.82736  0.084
H -3.29883 -0.28957 1.18084  0.077
C -1.67667 -0.81453 -0.09988  -0.238
H 0.62123 0.05164 -1.26249  0.118
H 0.81217 2.16399 0.74358  0.118
H -0.11021 -0.35953 1.33321  0.131
H 0.24236 -1.91097 -2.87969  0.077
H -3.41399 -1.93932 0.59996  0.080
C -2.73556 -1.17268 0.94405  -0.085
C -0.64681 0.10146 0.52872  -0.152
H -0.20036 -0.54468 -3.40227  0.077
H -2.16240 -0.16836 -0.83398  0.118
H -1.12450 0.99750 0.90828  0.136
C 0.99612 1.68942 -0.21037  0.163
O 2.80811 0.85037 2.15137  -0.056
N 0.34434 0.62367 -0.44364  0.055
H -1.26309 -1.72422 -0.52436  0.108
O 0.33930 -0.96519 -2.72236  -0.036
H 3.48784 1.24539 2.70667  0.051
H 3.05800 -0.07960 2.11133  0.046

=====

Entry b
This record from the OMol25 dataset describes a 3-piece molecular cluster, C4H14NO2 overall. The level of theory is wB97M-V/def2-TZVPD.

Summary:
- Net charge: +1
- Highest occupied orbital energy: -15.30 eV
- HOMO-LUMO gap: 0.3972 hartree
- Spin multiplicity: 1

Each line ends with the Löwdin charge.
Positions of all 21 atoms, in Å:
O -0.79587 3.16457 -1.40636  -0.062
H 0.17608 -3.32379 -0.36652  0.078
N -0.48754 0.73356 0.35040  0.042
H 0.44529 1.15371 0.31966  0.157
C -1.27824 1.32742 1.14972  0.160
H 1.34118 -1.23941 0.27610  0.095
H -1.21443 -1.19570 0.50727  0.140
H 2.49921 -0.34679 2.25937  0.065
H 1.75410 0.76982 2.99767  0.055
H 1.43821 -3.03907 -1.50035  0.082
C 0.48642 -2.65583 -1.15488  -0.075
H -1.54487 2.78079 -1.88689  0.049
H -2.13818 0.81087 1.55544  0.128
H -1.28004 -0.47832 -1.07958  0.136
H -1.08306 2.34894 1.41166  0.117
C -0.63463 -0.63860 -0.22572  -0.138
H -0.25240 -2.62845 -1.93929  0.078
H 1.12986 -0.63850 -1.40271  0.122
H -0.96970 4.11208 -1.47430  0.054
C 0.69706 -1.23402 -0.60075  -0.229
O 1.71154 0.21671 2.21004  -0.053

=====

Which of them is the most stable, and which is the least stable? entry a and entry b, in that order.

=====

Entry a
This record from the OMol25 dataset describes a 2-piece molecular cluster, C4H14NO2 overall. The level of theory is wB97M-V/def2-TZVPD.

Summary:
- Net charge: +1
- Highest occupied orbital energy: -12.84 eV
- HOMO-LUMO gap: 0.3426 hartree
- Spin multiplicity: 1

Each line ends with the Löwdin charge.
Positions of all 21 atoms, in Å:
N 2.11113 -0.98481 0.15379  0.108
C -0.63664 1.42237 0.55438  -0.182
H -2.71568 0.69375 0.86173  0.124
H 2.24757 0.49600 -1.24436  0.089
O -0.16056 -2.90611 0.34672  0.069
H -0.21667 2.51486 0.81783  0.149
H 1.21333 -1.40263 0.64687  0.152
H -0.94175 -2.68172 0.65631  -0.019
H -0.28757 -0.13985 -0.80175  0.104
H -0.17864 1.15403 1.52440  0.094
H 2.86064 -1.09340 0.96925  0.211
H -2.88659 0.20621 -1.33447  0.168
H 2.36341 -1.62056 -0.73596  0.221
H 0.03623 1.28889 -1.45956  0.164
C -2.09771 1.34840 0.15359  -0.306
O -2.03315 0.68624 -1.04715  -0.128
H -2.74943 2.27836 0.46484  0.155
C 1.80458 0.45261 -0.32146  -0.149
C 0.35081 0.70994 -0.47462  -0.222
H -0.34563 -3.49967 -0.30481  0.023
H 2.26230 1.07708 0.57443  0.175

=====

Entry b
This record from the OMol25 dataset describes a 3-piece molecular cluster, C4H14NO2 overall. The level of theory is wB97M-V/def2-TZVPD.

Summary:
- Net charge: +1
- Highest occupied orbital energy: -14.22 eV
- HOMO-LUMO gap: 0.4037 hartree
- Spin multiplicity: 1

Each line ends with the Löwdin charge.
Positions of all 21 atoms, in Å:
H -2.29802 -1.49007 0.88580  0.085
H -1.34170 0.02630 -0.73874  0.140
H 2.29222 -0.45507 0.20971  0.065
H 2.16865 -2.10331 0.88054  0.087
H 3.06503 -0.87022 1.69689  0.079
H 0.80866 1.67918 -2.84232  0.054
O -2.20266 1.57864 -1.62612  -0.035
H 1.08091 0.52969 1.96666  0.120
H 1.65937 0.44240 -2.76204  0.064
O 1.35070 1.17857 -2.22284  -0.039
H -2.01324 1.87372 -2.52110  0.064
H -1.34845 -2.14262 2.26127  0.090
C 2.16706 -1.04193 1.12568  -0.074
H 0.72564 -0.98130 2.82264  0.119
H -2.70191 2.32987 -1.27378  0.079
H 0.27487 0.09372 -0.78502  0.127
H -0.52852 1.09250 0.10996  0.138
C -1.34631 -1.47408 1.41297  0.117
C 0.92018 -0.54013 1.85822  -0.179
C -0.33614 -0.71295 1.04796  -0.312
N -0.52084 0.13504 -0.12474  0.211

=====

Which of them is the most stable, and which is the least stable? entry b and entry a, in that order.

=====

Entry a
This record from the OMol25 dataset describes a 2-piece molecular cluster, C4H14NO2 overall. The level of theory is wB97M-V/def2-TZVPD.

Summary:
- Net charge: +1
- Highest occupied orbital energy: -13.97 eV
- HOMO-LUMO gap: 0.3943 hartree
- Spin multiplicity: 1

Each line ends with the Löwdin charge.
Positions of all 21 atoms, in Å:
H -2.08729 1.70211 -0.51898  0.133
H -0.55348 -1.23545 0.75127  0.103
H 1.49613 0.72832 1.74313  0.160
O -1.55126 -1.17892 -1.07106  -0.094
C -0.91553 0.05491 -1.44510  -0.239
C -1.08871 1.19356 -0.43595  -0.163
H 2.34539 -0.03628 -1.72976  0.081
H -1.38466 0.37220 -2.40554  0.136
C -0.92306 0.91559 1.07735  -0.176
H 1.40486 -0.33663 0.35521  0.089
H 0.08835 -0.40073 -1.53281  0.104
H -2.41825 -0.92629 -0.74243  0.096
H 3.49563 -0.89905 -1.02266  0.118
O 2.76024 -0.22373 -0.84637  -0.092
H -1.80782 1.13545 1.64245  0.111
H -0.30355 1.93797 -0.75664  0.130
H 1.79376 -0.83415 1.97809  0.182
H -0.47251 -0.77530 2.44073  0.118
H -0.30278 1.73835 1.49798  0.119
N 1.23566 -0.19289 1.36691  0.170
C -0.32052 -0.43990 1.43618  -0.087

=====

Entry b
This record from the OMol25 dataset describes a 3-piece molecular cluster, C4H14NO2 overall. The level of theory is wB97M-V/def2-TZVPD.

Summary:
- Net charge: +1
- Highest occupied orbital energy: -15.18 eV
- HOMO-LUMO gap: 0.3770 hartree
- Spin multiplicity: 1

Each line ends with the Löwdin charge.
Positions of all 21 atoms, in Å:
C -1.19391 -0.61098 2.98128  -0.093
H -0.88770 -1.52449 3.49547  0.079
H 0.05093 0.99917 2.23133  0.120
H -1.38577 0.10331 3.77980  0.080
H 1.34795 2.57921 -4.73550  0.061
H 0.06493 -1.93264 1.11771  0.134
N -0.37884 -0.45459 -0.24659  0.035
C 0.35511 -0.89883 0.95926  -0.143
H 0.82575 -0.34978 2.87405  0.119
O 0.76058 2.36374 -4.00119  -0.043
C 0.02129 -0.08575 2.17985  -0.220
H 1.49063 1.24670 -2.39115  0.028
H -0.10322 2.23014 -4.40307  0.052
H -0.02425 0.34121 -0.80001  0.133
C -1.26283 -1.16931 -0.83121  0.178
O 1.58823 0.88297 -1.49544  -0.043
H -2.10463 -0.85062 2.43352  0.070
H 2.54521 0.81975 -1.40155  0.074
H -1.93660 -0.64315 -1.50399  0.122
H -1.17150 -2.24562 -0.90681  0.130
H 1.39865 -0.80045 0.66425  0.129

=====

Entry c
This record from the OMol25 dataset describes a 2-piece molecular cluster, C4H14NO2 overall. The level of theory is wB97M-V/def2-TZVPD.

Summary:
- Net charge: +1
- Highest occupied orbital energy: -13.87 eV
- HOMO-LUMO gap: 0.3913 hartree
- Spin multiplicity: 1

Each line ends with the Löwdin charge.
Positions of all 21 atoms, in Å:
H 0.63004 1.43376 1.19311  0.107
C 1.22652 0.53395 1.38504  -0.233
H 2.22130 0.75648 1.75784  0.119
H -1.15575 -0.38162 0.87973  0.120
H -1.17811 -0.94709 -1.94246  0.160
H -1.05905 0.46463 -1.13433  0.095
O 0.60068 -0.27226 2.37126  -0.082
H -0.99552 2.80783 -2.32975  0.070
H -2.46893 -0.39937 -1.19600  0.175
C 0.53896 -1.49839 -0.06834  -0.157
H 0.61298 -1.93216 -1.06711  0.120
H 0.38222 0.22965 3.16775  0.111
C 1.37326 -0.22235 0.01963  -0.168
C -0.94409 -1.18911 0.18271  -0.106
H -0.30790 2.74993 -1.01652  0.064
H 0.95129 -2.13666 0.70725  0.128
H -1.52909 -2.06460 0.44160  0.135
N -1.45502 -0.48565 -1.07934  0.177
H 2.45106 -0.34318 -0.03018  0.113
O -1.08187 2.37997 -1.47150  -0.043
H 1.18704 0.51623 -0.77040  0.097

=====

Entry d
This record from the OMol25 dataset describes C4H14NO2 as an isolated structure. The level of theory is wB97M-V/def2-TZVPD.

Summary:
- Net charge: +1
- Highest occupied orbital energy: -13.01 eV
- HOMO-LUMO gap: 0.1156 hartree
- Spin multiplicity: 1

Each line ends with the Löwdin charge.
Positions of all 21 atoms, in Å:
N 3.02470 2.19192 -0.09429  0.130
H 0.20618 -1.34158 -1.21604  0.082
H 3.40657 2.51210 0.78027  0.041
H 1.46671 -2.43999 -0.29097  0.110
H -0.78860 2.42763 -0.71263  0.080
C 0.46303 -2.02110 -0.38199  0.189
H -2.66731 -1.60124 0.92495  0.118
H -1.86219 0.63083 1.61397  0.093
H 3.55850 2.39654 -0.92302  0.041
H 2.03876 2.36125 -0.21899  -0.013
C -0.53206 -2.31733 0.51994  0.022
H -0.42455 1.13142 -1.13310  -0.040
H -1.71188 -1.12377 -0.52684  0.117
O -0.86861 0.19716 -1.85379  -0.063
H -0.26747 0.23285 1.06819  0.074
H -0.90163 -0.56399 2.51317  0.099
C -1.69919 -1.28151 0.57648  -0.160
O 0.01078 1.90827 -0.46293  -0.064
H -0.76720 0.14659 -2.80707  0.066
C -1.17339 -0.20779 1.52791  -0.065
H -0.51114 -3.23827 1.09677  0.143

=====

Which of them is the most stable, and which is the least stable? entry c and entry d, in that order.